# 1
{"formula": "C2H5IN2", "method": "ωB97M-V/def2-TZVPD", "energy_ha": -486.2600, "gap_ev": 8.6, "fmax_ha_per_bohr": 0.0666, "e_above_lowest_kj_mol": 255.0, "molar_mass_g_mol": 184.0, "elements": ["C", "C", "N", "N", "I", "H", "H", "H", "H", "H"], "coordinates": [[-0.078, -1.097, 0.430], [-0.978, -0.833, -0.510], [1.052, 1.432, -0.056], [1.750, 0.536, 0.318], [-2.779, 0.089, 0.046], [0.839, -1.707, 0.157], [-0.470, -0.918, 1.465], [1.274, 2.439, 0.328], [-0.826, -1.245, -1.557], [0.217, 1.304, -0.621]], "nbo_charge": [-0.40, -0.47, -0.38, -0.20, 0.10, 0.25, 0.22, 0.31, 0.23, 0.34]}

# 2
{"formula": "C21H20I2N2O3Ru", "method": "ωB97M-V/def2-TZVPD", "energy_ha": -1837.4926, "gap_ev": [7.4, 5.4], "charge": 1, "fmax_ha_per_bohr": 0.0409, "e_above_lowest_kj_mol": 17.4, "spin_multiplicity": 6, "molar_mass_g_mol": 703.3, "elements": ["Ru", "I", "C", "C", "C", "I", "C", "O", "C", "C", "N", "C", "C", "C", "C", "C", "C", "N", "C", "H", "H", "H", "H", "H", "H", "H", "H", "H", "H", "H", "C", "C", "C", "C", "C", "C", "H", "H", "H", "H", "H", "H", "C", "C", "O", "O", "H", "H", "H"], "coordinates": [[0.314, -0.885, 0.207], [2.947, 5.226, -3.666], [2.739, 3.509, -2.481], [3.510, 2.387, -2.751], [3.346, 1.251, -1.985], [4.518, -0.453, -2.302], [2.385, 1.180, -0.944], [2.159, 0.066, -0.308], [1.677, 2.371, -0.646], [0.751, 2.338, 0.530], [-0.422, 1.475, 0.272], [-1.435, 1.607, 1.322], [-2.361, 0.424, 1.363], [-3.715, 0.534, 1.637], [-4.462, -0.622, 1.804], [-3.833, -1.855, 1.715], [-2.485, -1.882, 1.410], [-1.780, -0.765, 1.215], [1.842, 3.502, -1.421], [4.234, 2.405, -3.554], [0.433, 3.356, 0.772], [1.266, 1.913, 1.395], [-0.821, 1.721, -0.629], [-2.002, 2.535, 1.229], [-0.902, 1.619, 2.276], [-4.170, 1.511, 1.730], [-5.520, -0.558, 2.019], [-4.375, -2.777, 1.871], [-1.939, -2.815, 1.337], [1.286, 4.402, -1.186], [0.908, -1.189, -2.672], [-0.234, -0.423, -2.869], [-1.454, -0.841, -2.341], [-1.527, -2.026, -1.613], [-0.372, -2.775, -1.365], [0.854, -2.351, -1.901], [1.842, -0.885, -3.126], [-0.174, 0.486, -3.454], [-2.354, -0.268, -2.522], [-2.489, -2.374, -1.265], [-0.432, -3.723, -0.845], [1.744, -2.952, -1.768], [1.745, -2.117, 3.947], [1.183, -1.653, 2.635], [0.754, -0.475, 2.503], [1.137, -2.453, 1.649], [2.832, -2.142, 3.877], [1.395, -3.125, 4.160], [1.457, -1.433, 4.740]], "mulliken_spin": [3.85, 0.00, 0.03, -0.01, 0.05, 0.00, 0.03, 0.25, -0.01, 0.02, 0.12, 0.00, 0.03, 0.00, 0.00, 0.00, 0.01, 0.09, -0.02, 0.00, 0.00, -0.01, -0.01, 0.00, 0.00, 0.00, 0.00, 0.00, 0.00, 0.00, 0.02, 0.04, 0.06, 0.00, 0.08, 0.00, 0.00, 0.00, 0.00, 0.00, 0.01, 0.01, 0.01, -0.01, 0.17, 0.17, 0.00, 0.00, 0.00]}

# 3
{"formula": "C5H8N2O", "method": "ωB97M-V/def2-TZVPD", "energy_ha": -379.8457, "gap_ev": 9.8, "fmax_ha_per_bohr": 0.1586, "e_above_lowest_kj_mol": 636.7, "molar_mass_g_mol": 112.1, "smiles": "NC[C@@H]1[C@@H]2C=NO[C@@H]21", "elements": ["C", "C", "C", "C", "C", "H", "H", "H", "H", "H", "H", "H", "H", "N", "N", "O"], "coordinates": [[0.969, -0.323, 0.495], [0.477, 0.244, -0.762], [-0.480, -0.470, -1.595], [-1.784, -0.042, 0.202], [-0.981, 0.640, -0.780], [2.570, 0.277, 1.941], [1.173, 1.087, 2.220], [1.783, -1.209, 0.573], [-0.110, -0.585, 1.161], [1.150, 1.077, -1.170], [-0.457, -0.234, -2.639], [-2.202, 0.337, 1.231], [-1.087, 1.424, -1.276], [1.681, 0.651, 1.388], [-1.854, -1.316, 0.050], [-0.846, -1.559, -1.040]], "nbo_charge": [-0.22, -0.26, 0.10, 0.02, -0.32, 0.36, 0.36, 0.22, 0.19, 0.24, 0.19, 0.25, 0.22, -0.89, -0.08, -0.38]}

# 4
{"formula": "C2H8N5", "method": "ωB97M-V/def2-TZVPD", "energy_ha": -354.2886, "gap_ev": [9.6, 9.6], "charge": 1, "fmax_ha_per_bohr": 0.0893, "e_above_lowest_kj_mol": 704.0, "molar_mass_g_mol": 102.1, "smiles": "N[N+]12NCN1CN2", "elements": ["C", "C", "N", "N", "N", "N", "N", "H", "H", "H", "H", "H", "H", "H", "H"], "coordinates": [[1.052, 1.165, -0.024], [1.061, -1.278, -0.079], [-0.225, 1.205, 0.683], [-0.252, -1.192, 0.567], [0.895, -0.054, -0.782], [-1.907, -0.032, -0.423], [-0.678, -0.056, 0.024], [1.179, 1.922, -0.754], [1.979, 1.097, 0.662], [1.986, -1.270, 0.464], [0.943, -2.076, -0.701], [-0.821, 2.106, 0.467], [-0.463, -1.638, 1.512], [-2.485, -0.794, -0.923], [-2.265, 0.895, -0.692]], "nbo_charge": [-0.12, -0.08, -0.45, -0.46, -0.20, -0.57, 0.30, 0.22, 0.22, 0.22, 0.21, 0.40, 0.44, 0.46, 0.41]}

# 5
{"formula": "C41H44F6N9PS3SbTi", "method": "ωB97M-V/def2-TZVPD", "energy_ha": -5305.8706, "gap_ev": 6.4, "charge": 3, "fmax_ha_per_bohr": 0.0071, "e_above_lowest_kj_mol": 55.2, "molar_mass_g_mol": 1073.7, "elements": ["Ti", "S", "C", "N", "C", "C", "N", "C", "C", "C", "C", "C", "C", "C", "C", "S", "C", "C", "C", "C", "C", "C", "C", "H", "H", "H", "H", "H", "H", "H", "H", "H", "H", "H", "H", "H", "H", "H", "H", "H", "H", "N", "C", "C", "N", "C", "C", "N", "C", "C", "N", "H", "H", "H", "H", "H", "H", "F", "Sb", "F", "F", "F", "F", "F", "C", "C", "C", "N", "N", "C", "N", "S", "H", "H", "H", "H", "H", "H", "H", "C", "P", "C", "C", "C", "C", "C", "C", "C", "C", "C", "C", "C", "C", "H", "H", "H", "H", "H", "H", "H", "H", "H", "H", "H", "H", "H"], "coordinates": [[-0.605, -1.450, 0.106], [-1.106, 1.009, -0.446], [0.067, 1.608, -1.493], [-0.119, 2.660, -2.245], [0.978, 3.213, -3.048], [2.270, 3.059, -2.299], [2.441, 1.650, -1.902], [3.826, 1.128, -2.002], [4.248, 1.053, -3.446], [5.311, 1.823, -3.901], [5.696, 1.761, -5.234], [5.011, 0.936, -6.114], [3.945, 0.167, -5.662], [3.565, 0.222, -4.331], [1.416, 0.939, -1.530], [1.519, -0.708, -1.101], [-1.402, 3.404, -2.314], [-1.293, 4.723, -1.591], [-1.136, 4.761, -0.205], [-1.019, 5.981, 0.440], [-1.065, 7.166, -0.286], [-1.230, 7.130, -1.662], [-1.340, 5.909, -2.314], [0.766, 4.269, -3.206], [1.009, 2.704, -4.015], [2.290, 3.680, -1.401], [3.111, 3.319, -2.938], [3.855, 0.163, -1.507], [4.459, 1.826, -1.451], [5.852, 2.465, -3.214], [6.529, 2.355, -5.582], [5.309, 0.888, -7.152], [3.420, -0.483, -6.350], [2.744, -0.396, -3.978], [-2.181, 2.767, -1.904], [-1.604, 3.561, -3.374], [-1.131, 3.843, 0.378], [-0.907, 6.012, 1.516], [-0.982, 8.116, 0.223], [-1.279, 8.050, -2.228], [-1.483, 5.884, -3.388], [-2.785, -2.650, -3.391], [-3.471, -1.460, -3.304], [-2.926, -0.789, -2.259], [-1.923, -1.551, -1.698], [-1.867, -2.658, -2.421], [-0.849, -3.610, -2.074], [-0.049, -3.291, -1.070], [0.859, -4.330, -0.976], [0.577, -5.264, -1.918], [-0.515, -4.791, -2.606], [-2.964, -3.373, -4.070], [-4.281, -1.211, -3.966], [-3.231, 0.158, -1.857], [1.662, -4.348, -0.268], [1.051, -6.199, -2.161], [-0.971, -5.267, -3.370], [-2.328, -1.229, 0.923], [-4.179, -2.328, 1.273], [-3.384, -2.825, 2.889], [-3.065, -3.578, 0.399], [-5.687, -3.362, 1.468], [-4.653, -1.628, -0.388], [-4.668, -0.720, 2.076], [-1.383, -6.251, 1.791], [-1.294, -5.078, 2.778], [-0.236, -4.121, 2.353], [-0.364, -3.093, 1.586], [0.823, -2.488, 1.261], [1.874, -3.057, 1.790], [3.138, -2.663, 1.574], [1.432, -4.403, 2.783], [-2.158, -6.940, 2.120], [-0.444, -6.804, 1.736], [-1.646, -5.892, 0.796], [-1.056, -5.438, 3.781], [-2.235, -4.544, 2.831], [3.332, -2.008, 0.834], [3.913, -3.184, 1.950], [1.710, 0.676, 2.068], [0.008, 0.060, 2.222], [-0.025, -0.905, 3.751], [1.146, -1.307, 4.393], [1.075, -2.015, 5.584], [-0.161, -2.336, 6.131], [-1.329, -1.933, 5.495], [-1.263, -1.212, 4.314], [-0.981, 1.534, 2.611], [-2.364, 1.538, 2.433], [-3.119, 2.627, 2.836], [-2.503, 3.724, 3.424], [-1.127, 3.729, 3.601], [-0.364, 2.644, 3.193], [2.049, 1.081, 3.020], [1.740, 1.464, 1.315], [2.383, -0.124, 1.774], [2.120, -1.042, 3.998], [1.985, -2.299, 6.097], [-0.213, -2.879, 7.065], [-2.293, -2.166, 5.927], [-2.180, -0.880, 3.846], [-2.869, 0.695, 1.981], [-4.192, 2.612, 2.698], [-3.095, 4.568, 3.751], [-0.641, 4.572, 4.075], [0.703, 2.675, 3.361]], "mulliken_charge": [-1.08, -0.19, 0.30, 0.19, -0.67, -0.75, 0.24, -1.02, 0.51, -0.30, -0.67, -0.48, -0.79, -0.08, 0.61, -0.38, -1.20, 0.30, 0.55, -0.59, -0.61, -0.70, -0.34, 0.51, 0.32, 0.30, 0.53, 0.37, 0.44, 0.42, 0.42, 0.42, 0.43, 0.40, 0.41, 0.52, 0.11, 0.46, 0.43, 0.42, 0.43, -0.01, -0.97, -0.64, 0.99, -0.07, -0.60, 1.42, -0.66, -1.08, 0.01, 0.19, 0.43, 0.54, 0.62, 0.46, 0.19, 1.27, 2.05, -0.59, -0.72, -0.50, -0.55, -0.56, -1.12, -0.50, 0.48, 0.40, 1.00, -0.50, -0.13, -0.21, 0.45, 0.37, 0.16, 0.58, -0.10, 0.04, 0.29, -2.16, 2.15, 0.78, -0.46, -0.88, -0.68, -0.84, -0.52, 0.94, 0.33, -1.11, -0.71, -1.00, -1.07, 0.80, 0.36, 0.19, 0.36, 0.49, 0.46, 0.51, 0.38, 0.10, 0.56, 0.47, 0.52, 0.38]}

# 6
{"formula": "C35H27Br2F3InN8O6S", "method": "ωB97M-V/def2-TZVPD", "energy_ha": -8275.3997, "gap_ev": 7.0, "charge": 1, "fmax_ha_per_bohr": 0.0049, "e_above_lowest_kj_mol": 8.9, "molar_mass_g_mol": 1019.3, "elements": ["In", "C", "O", "C", "N", "C", "C", "C", "C", "C", "C", "C", "C", "C", "C", "C", "C", "N", "C", "N", "C", "C", "O", "C", "C", "C", "C", "C", "C", "H", "H", "H", "H", "H", "H", "H", "H", "H", "H", "H", "H", "H", "H", "H", "H", "H", "H", "H", "Br", "C", "C", "C", "Br", "C", "C", "C", "C", "N", "C", "C", "O", "H", "H", "H", "H", "N", "C", "N", "N", "C", "N", "H", "H", "H", "H", "F", "C", "F", "F", "S", "O", "O", "O"], "coordinates": [[0.150, 0.610, 0.279], [-2.342, 1.316, 4.282], [-1.045, 1.972, 4.378], [-0.392, 1.629, 3.274], [-0.948, 0.863, 2.430], [-2.287, 0.537, 2.941], [-2.510, -0.944, 3.146], [-3.786, -1.471, 2.987], [-4.038, -2.803, 3.288], [-3.010, -3.619, 3.740], [-1.728, -3.101, 3.877], [-1.479, -1.768, 3.582], [0.954, 2.193, 3.054], [1.655, 2.934, 3.990], [2.896, 3.435, 3.625], [3.377, 3.208, 2.345], [2.594, 2.456, 1.485], [1.424, 1.949, 1.840], [2.919, 2.204, 0.067], [2.224, 1.430, -0.665], [2.736, 1.570, -2.053], [3.929, 2.543, -1.880], [3.922, 2.884, -0.464], [3.139, 0.278, -2.716], [3.947, -0.639, -2.056], [4.339, -1.806, -2.691], [3.944, -2.054, -3.999], [3.155, -1.131, -4.670], [2.752, 0.031, -4.027], [-3.108, 2.087, 4.312], [-2.441, 0.656, 5.141], [-3.020, 0.921, 2.229], [-4.591, -0.836, 2.636], [-5.041, -3.198, 3.181], [-3.206, -4.653, 3.992], [-0.921, -3.735, 4.220], [-0.475, -1.372, 3.677], [1.232, 3.113, 4.968], [3.477, 4.014, 4.329], [4.324, 3.606, 2.010], [1.946, 2.034, -2.648], [3.820, 3.470, -2.437], [4.884, 2.077, -2.108], [4.249, -0.464, -1.032], [4.950, -2.523, -2.160], [4.254, -2.964, -4.496], [2.855, -1.313, -5.693], [2.132, 0.751, -4.548], [-1.755, 5.368, -0.190], [-1.560, 4.078, -1.551], [-1.943, 4.404, -2.864], [-1.830, 3.493, -3.872], [-2.382, 3.974, -5.617], [-1.308, 2.203, -3.616], [-1.160, 1.179, -4.578], [-0.639, -0.030, -4.217], [-0.238, -0.237, -2.887], [-0.369, 0.694, -1.972], [-0.910, 1.901, -2.296], [-1.055, 2.838, -1.216], [-0.727, 2.499, 0.001], [-2.339, 5.390, -3.063], [-1.465, 1.367, -5.599], [-0.515, -0.825, -4.938], [0.208, -1.170, -2.570], [-2.735, -4.108, 0.208], [-3.727, -3.358, -0.288], [-4.876, -3.954, -0.630], [-3.646, -2.054, -0.486], [-2.575, -1.399, -0.160], [-1.683, -0.713, 0.119], [-2.890, -5.069, 0.457], [-1.919, -3.663, 0.592], [-5.002, -4.948, -0.581], [-5.587, -3.390, -1.061], [1.880, -4.320, 0.375], [1.383, -3.428, 1.219], [0.039, -3.528, 1.202], [1.797, -3.705, 2.450], [1.900, -1.736, 0.730], [3.325, -1.771, 0.785], [1.236, -0.858, 1.717], [1.252, -1.504, -0.561]], "mulliken_charge": [2.72, -0.58, -0.51, 0.26, 0.40, -0.68, 0.18, -0.37, -0.75, -0.50, -0.83, -0.02, -0.16, -1.08, -0.54, -1.03, -0.05, 0.40, 0.40, 0.47, -0.37, -0.46, -0.50, 0.39, -0.18, -0.71, -0.60, -0.88, -0.43, 0.32, 0.39, 0.65, 0.40, 0.50, 0.46, 0.45, 0.40, 0.63, 0.48, 0.61, 0.38, 0.36, 0.35, 0.40, 0.46, 0.43, 0.46, 0.50, -0.18, -0.04, -0.32, -0.09, -0.22, 0.55, -0.74, -1.26, -0.42, 0.23, 0.00, 0.19, -0.42, 0.45, 0.37, 0.46, 0.75, -0.19, 0.67, -0.40, -0.86, 0.75, -0.69, 0.28, 0.03, 0.20, 0.25, -0.21, 0.43, -0.30, -0.22, 1.11, -0.63, -0.75, -0.42]}